{"formula": "C75H193N11O6", "method": "ωB97M-V/def2-TZVPD", "elements": ["C", "C", "N", "C", "C", "C", "C", "H", "H", "H", "H", "H", "H", "H", "H", "H", "H", "H", "H", "H", "H", "H", "C", "C", "N", "C", "C", "C", "C", "H", "H", "H", "H", "H", "H", "H", "H", "H", "H", "H", "H", "H", "H", "H", "C", "C", "N", "C", "C", "C", "C", "H", "H", "H", "H", "H", "H", "H", "H", "H", "H", "H", "H", "H", "H", "H", "C", "C", "N", "C", "C", "C", "C", "H", "H", "H", "H", "H", "H", "H", "H", "H", "H", "H", "H", "H", "H", "H", "C", "C", "N", "C", "C", "C", "C", "H", "H", "H", "H", "H", "H", "H", "H", "H", "H", "H", "H", "H", "H", "H", "C", "C", "N", "C", "C", "C", "C", "H", "H", "H", "H", "H", "H", "H", "H", "H", "H", "H", "H", "H", "H", "H", "C", "C", "N", "C", "C", "C", "C", "H", "H", "H", "H", "H", "H", "H", "H", "H", "H", "H", "H", "H", "H", "H", "C", "C", "N", "C", "C", "C", "C", "H", "H", "H", "H", "H", "H", "H", "H", "H", "H", "H", "H", "H", "H", "H", "C", "C", "N", "C", "C", "C", "C", "H", "H", "H", "H", "H", "H", "H", "H", "H", "H", "H", "H", "H", "H", "H", "C", "C", "N", "C", "C", "C", "C", "H", "H", "H", "H", "H", "H", "H", "H", "H", "H", "H", "H", "H", "H", "H", "C", "C", "N", "C", "C", "C", "C", "H", "H", "H", "H", "H", "H", "H", "H", "H", "H", "H", "H", "H", "H", "H", "C", "O", "H", "H", "H", "H", "C", "O", "H", "H", "H", "H", "C", "O", "H", "H", "H", "H", "C", "O", "H", "H", "H", "H", "C", "O", "H", "H", "H", "H", "C", "C", "C", "O", "C", "H", "H", "H", "H", "H", "H", "H", "H"], "positions_angstrom": [[4.573996, 3.322712, -6.461672], [3.178416, 2.524732, -6.322562], [2.188726, 3.163982, -7.255632], [2.371896, 2.956862, -8.722812], [2.635406, 1.536292, -9.184852], [1.787456, 4.575462, -7.135212], [1.173726, 4.995792, -5.825082], [5.244556, 3.137862, -7.300892], [5.184126, 2.889462, -5.669122], [4.422856, 4.399022, -6.379222], [3.387666, 1.471802, -6.511402], [2.759756, 2.527002, -5.316172], [1.616876, 3.401112, -9.371422], [3.189576, 3.553922, -9.126552], [3.321396, 0.976532, -8.549092], [1.724586, 0.953412, -9.047912], [2.953866, 1.512572, -10.227022], [1.028766, 4.675112, -7.911462], [2.653586, 5.190902, -7.378412], [0.189796, 4.530402, -5.883392], [0.960676, 6.061052, -5.735932], [1.713406, 4.669562, -4.936032], [5.195066, -4.358048, 8.325658], [4.618296, -3.498298, 7.154908], [4.961316, -2.054208, 7.210668], [4.173486, -1.349038, 6.181618], [2.771346, -1.009408, 6.755088], [6.415466, -1.841448, 7.086698], [6.836486, -0.337718, 7.380628], [6.239436, -4.636938, 8.185658], [4.685606, -5.309308, 8.171908], [4.976966, -4.040268, 9.345248], [4.989736, -3.822968, 6.182938], [3.534046, -3.609958, 7.161488], [4.678436, -0.478228, 5.763538], [4.036136, -1.994978, 5.314448], [2.959296, -0.146748, 7.394308], [2.158746, -0.586118, 5.959068], [2.275776, -1.873268, 7.198098], [6.811656, -2.266528, 6.164498], [6.779996, -2.455828, 7.909958], [6.836856, -0.079008, 8.439478], [6.207366, 0.367732, 6.837818], [7.847756, -0.151208, 7.019168], [5.622466, -0.114198, 2.642098], [4.690966, 1.070202, 2.447698], [5.141736, 2.250852, 3.268988], [6.620106, 2.437332, 3.295138], [7.122676, 2.763872, 1.881218], [4.557936, 2.264342, 4.601858], [4.724166, 3.572582, 5.269118], [5.254116, -0.989388, 2.106878], [5.569286, -0.449368, 3.677928], [6.637846, -0.002688, 2.261768], [4.553256, 1.492232, 1.452198], [3.678686, 0.829932, 2.772748], [6.829306, 3.330852, 3.883298], [7.182936, 1.646892, 3.791658], [8.204096, 2.678732, 1.987908], [6.785766, 2.005842, 1.174138], [6.971396, 3.743192, 1.427188], [4.915046, 1.365592, 5.104668], [3.489596, 2.157302, 4.413968], [5.519186, 3.448662, 6.004418], [3.846616, 3.793582, 5.876718], [4.880976, 4.378922, 4.552658], [-0.415804, 0.479562, -6.293482], [-1.765264, 0.277942, -6.967932], [-1.786004, 0.425122, -8.390342], [-3.125314, 0.227542, -9.034052], [-3.711224, -1.177908, -8.624372], [-1.243974, 1.715392, -8.715922], [-0.919694, 1.798232, -10.268702], [0.376076, 0.095062, -6.936282], [-0.298374, -0.058058, -5.352592], [-0.171534, 1.532522, -6.153142], [-2.006084, -0.773358, -6.810192], [-2.515114, 0.954572, -6.558042], [-3.054514, 0.344312, -10.115462], [-3.769564, 1.015102, -8.643162], [-2.867624, -1.826618, -8.860212], [-4.647684, -1.331098, -9.160722], [-4.043104, -1.275698, -7.590742], [-2.002464, 2.484732, -8.571272], [-0.383594, 2.096062, -8.165532], [-0.122344, 2.539692, -10.319422], [-0.646004, 0.801432, -10.614522], [-1.753444, 2.204152, -10.841572], [4.442706, -5.687628, 2.703488], [3.183906, -6.597748, 2.707428], [2.472376, -6.502868, 4.034658], [1.872646, -5.202548, 4.242178], [0.774966, -4.855168, 3.117838], [1.527546, -7.601518, 4.179228], [1.129816, -7.836708, 5.606558], [4.132236, -4.739018, 2.265488], [5.188126, -6.133888, 2.045238], [4.903346, -5.568108, 3.684108], [2.577616, -6.448808, 1.813928], [3.566556, -7.608158, 2.563398], [1.344736, -5.168038, 5.195178], [2.692106, -4.492918, 4.356248], [1.196826, -4.519348, 2.170548], [-0.111144, -5.477088, 2.990778], [0.311496, -4.054778, 3.694618], [2.010246, -8.542088, 3.913838], [0.746476, -7.405138, 3.444748], [0.967366, -6.943428, 6.209678], [1.835786, -8.478098, 6.134128], [0.243866, -8.454038, 5.755188], [-5.365894, 3.392382, 3.161008], [-6.842944, 3.166642, 3.183878], [-7.620144, 4.314642, 2.792748], [-7.226894, 4.985242, 1.507528], [-7.528484, 4.228932, 0.233638], [-9.069034, 4.177122, 3.084308], [-9.690714, 5.445022, 3.102018], [-5.199134, 3.602212, 2.104478], [-4.851594, 2.495642, 3.506628], [-5.039514, 4.195982, 3.821168], [-6.969204, 2.272122, 2.573968], [-7.159244, 2.771272, 4.149138], [-7.602514, 6.005022, 1.423468], [-6.188364, 5.314762, 1.538858], [-7.310334, 3.183452, 0.451578], [-8.528034, 4.359602, -0.181002], [-6.914604, 4.547012, -0.609032], [-9.176774, 3.763802, 4.087138], [-9.523264, 3.665832, 2.235568], [-9.119804, 6.207302, 3.632188], [-10.707004, 5.402682, 3.493758], [-9.872074, 5.735242, 2.067138], [-1.679244, -4.670988, -1.083562], [-1.773074, -3.450048, -2.007712], [-1.943774, -3.939328, -3.405592], [-2.250284, -2.835268, -4.366762], [-3.620844, -2.192918, -4.005102], [-0.853224, -4.814068, -3.826672], [-1.440144, -5.733458, -4.960132], [-0.799164, -5.313678, -1.060862], [-2.434334, -5.448288, -1.200782], [-1.668364, -4.325828, -0.049712], [-2.616834, -2.851478, -1.664392], [-0.794174, -2.987638, -1.881102], [-1.468264, -2.077408, -4.413682], [-2.447004, -3.246108, -5.357022], [-3.440204, -1.431608, -3.246242], [-4.126064, -1.667438, -4.815492], [-4.323894, -2.897048, -3.560112], [-0.412854, -5.401128, -3.020732], [-0.058364, -4.353368, -4.413222], [-2.017814, -6.594728, -4.624542], [-0.567144, -6.179798, -5.436312], [-2.149294, -5.286548, -5.656892], [-2.243804, 1.439772, 5.482078], [-1.170134, 1.790132, 4.383068], [-0.943994, 3.233132, 4.522368], [0.023756, 3.529482, 5.624358], [-0.506854, 3.766332, 7.085768], [-0.518654, 3.977172, 3.362308], [-1.468684, 4.103242, 2.153858], [-2.650324, 0.435082, 5.366138], [-2.979524, 2.242252, 5.535408], [-1.768624, 1.274202, 6.448978], [-0.258924, 1.194252, 4.435208], [-1.616894, 1.573502, 3.412718], [0.685896, 4.381442, 5.469948], [0.740326, 2.709022, 5.662738], [-1.187044, 3.023132, 7.501818], [-0.851124, 4.800262, 7.109428], [0.371976, 3.803852, 7.729458], [-0.222034, 4.965112, 3.714578], [0.323866, 3.433172, 2.935298], [-1.806314, 3.163152, 1.717598], [-2.333004, 4.611162, 2.581708], [-0.993984, 4.656822, 1.343718], [3.667576, -4.624708, -1.437392], [3.261256, -3.776028, -2.592842], [3.927796, -4.096318, -3.829922], [3.719256, -3.116268, -4.979092], [4.001506, -1.648788, -4.537602], [3.838276, -5.465668, -4.337212], [2.377746, -5.864048, -4.642872], [3.913316, -5.649518, -1.715722], [2.979286, -4.408858, -0.620212], [4.616376, -4.292528, -1.016052], [2.182626, -3.873228, -2.716172], [3.540716, -2.762318, -2.305802], [4.488446, -3.194528, -5.747412], [2.736836, -3.198228, -5.444102], [4.947126, -1.558488, -4.003032], [4.066046, -0.967988, -5.386382], [3.256436, -1.235648, -3.857682], [4.330696, -6.220158, -3.723722], [4.418376, -5.529038, -5.257842], [2.287516, -6.821468, -5.155982], [1.859026, -5.157538, -5.290852], [1.843746, -5.746668, -3.699912], [-3.860234, 4.952022, -1.627192], [-2.475134, 5.460732, -2.036762], [-1.460354, 4.832112, -1.229802], [-0.129494, 5.545562, -1.197992], [-0.196234, 6.866972, -0.531722], [-1.309314, 3.391152, -1.453532], [-0.910994, 3.069412, -2.960942], [-4.685144, 5.545952, -2.020722], [-3.911764, 4.991872, -0.539142], [-4.009034, 4.007832, -2.151082], [-2.414634, 5.293422, -3.112142], [-2.351724, 6.520282, -1.812642], [0.574616, 4.923392, -0.645522], [0.226236, 5.613612, -2.226062], [-0.621624, 6.704472, 0.458598], [0.755576, 7.395442, -0.478032], [-0.848074, 7.488642, -1.145512], [-2.312034, 3.019182, -1.243052], [-0.699204, 2.904032, -0.692892], [0.135186, 3.049552, -3.266222], [-1.533654, 3.585872, -3.691462], [-1.282814, 2.053452, -3.093852], [2.263076, -1.383158, 1.686018], [0.863706, -0.691748, 1.612958], [0.251966, -0.792318, 0.330288], [-1.114594, -0.189798, 0.341438], [-2.096184, -0.700398, 1.447888], [1.013526, -0.044838, -0.708012], [0.482286, -0.146198, -2.076082], [3.001806, -0.918708, 1.032828], [2.201516, -2.369598, 1.226408], [2.684026, -1.202488, 2.675088], [0.208996, -1.245878, 2.285568], [0.977806, 0.324312, 1.990708], [-1.109374, 0.888042, 0.179128], [-1.575294, -0.490538, -0.599522], [-1.830794, -0.374578, 2.453628], [-3.144174, -0.502398, 1.222928], [-2.150044, -1.789048, 1.442728], [1.966006, -0.565138, -0.808932], [1.255106, 0.984512, -0.443102], [0.607756, -1.141998, -2.501222], [0.909946, 0.670322, -2.657892], [-0.572444, 0.085502, -2.224252], [-4.755784, -3.798968, 1.364158], [-4.708124, -5.278618, 1.409988], [-4.297364, -3.303458, 0.508348], [-5.746654, -3.381438, 1.542938], [-4.088324, -3.552018, 2.189758], [-5.292474, -5.551618, 0.698928], [-5.596434, -2.201198, 4.581278], [-6.425044, -1.108168, 4.976278], [-5.660874, -3.101038, 5.193018], [-5.823594, -2.459768, 3.547048], [-4.561994, -1.858948, 4.551158], [-6.327104, -1.105618, 5.931258], [3.809076, 2.199202, -1.479442], [4.350956, 0.963222, -1.109922], [3.075916, 2.545032, -0.750762], [4.610206, 2.924012, -1.624172], [3.186896, 2.217522, -2.374242], [4.988946, 0.679232, -1.768642], [-2.238264, -4.255168, 5.175158], [-1.717074, -5.478358, 5.708148], [-2.724154, -4.554398, 4.246458], [-3.012924, -3.927898, 5.868628], [-1.534754, -3.428988, 5.072228], [-1.956624, -6.202888, 5.125688], [3.334476, 4.789192, 0.930548], [3.767156, 5.297332, 2.142398], [2.904736, 5.591812, 0.331188], [4.205286, 4.415152, 0.392148], [2.657176, 3.935862, 0.965358], [4.225576, 4.679422, 2.716538], [-5.679324, 0.586652, -0.084242], [-5.890724, -0.868128, 0.020438], [-7.391094, -0.983828, -0.435862], [-7.423454, 0.116632, -1.443282], [-6.225654, 0.880612, -1.414502], [-4.633124, 0.831162, 0.099548], [-6.345954, 1.087052, 0.618118], [-5.693344, -1.111748, 1.064368], [-5.283754, -1.413158, -0.702502], [-8.016604, -0.681688, 0.404108], [-7.588274, -1.970968, -0.853912], [-6.354824, 1.949802, -1.582542], [-5.578914, 0.438402, -2.172322]], "forces_ev_per_a": [[-0.6800, -1.4081, 1.2807], [1.0721, 2.4791, -2.1293], [-1.3304, -1.3262, -1.0962], [1.5552, -0.2888, 0.2050], [-0.8048, -0.5155, 0.7953], [1.0738, -0.4366, 0.3111], [-0.8771, -0.5035, -0.0093], [-0.8364, -0.2247, -0.6870], [0.1705, 0.6754, 0.5924], [0.1503, -0.1441, 0.3419], [-0.4663, 0.0641, -0.5371], [0.2148, 0.5224, 0.0728], [-0.9765, -0.2460, 0.7663], [0.9295, 0.3347, 0.4334], [0.5430, 0.3641, -0.2033], [-0.2896, -0.0717, -0.4256], [-0.0162, -0.0741, 0.1124], [0.1434, 0.4213, 0.0022], [0.1029, 0.4856, -0.2637], [-0.1505, -0.1974, 0.7994], [0.3848, 0.0936, -0.2350], [0.0044, -0.0468, -0.0541], [-0.5626, -0.5621, -1.4616], [0.8976, 0.9811, 1.1237], [-0.1525, 0.4955, -0.4138], [-0.7942, -0.9244, 0.4828], [1.2328, 1.0419, -1.0502], [-0.7295, 0.8236, 1.6487], [-0.0401, -1.1557, -0.7874], [0.1360, 0.4740, 0.1969], [-0.1152, -0.2430, 0.3017], [0.0678, 0.4002, -0.2558], [0.0374, -0.7844, -0.1737], [0.0325, 0.1475, -0.0439], [-0.0427, 0.0753, 0.5562], [0.0333, -0.4013, -0.3942], [-0.4318, -0.4138, 0.7537], [-0.2679, -0.2781, -0.2064], [0.1222, 0.3324, 0.2246], [0.1988, 0.2629, -0.4520], [0.6027, 0.0714, -0.1520], [-0.2998, -0.2657, -0.0274], [-0.1228, -0.0248, 0.1103], [0.1167, -0.1664, -0.0319], [-0.8159, -0.9624, -0.7394], [0.6511, 1.5074, 0.8064], [0.6274, 0.1122, -0.3773], [-1.5909, 1.5579, -0.8240], [1.0643, -1.0467, 0.3406], [-0.9593, -0.9418, -2.0026], [0.3463, 0.0939, 1.6991], [-0.2538, -0.0318, -0.2640], [0.5153, 0.2656, 0.1607], [-0.0036, 0.3391, 0.3871], [0.4345, -0.7244, -0.3751], [0.0442, -0.1003, 0.1681], [-0.1712, 0.0176, 0.2543], [-0.0064, -0.4582, -0.2445], [0.2711, -0.1055, -0.4753], [0.1087, 0.0278, -0.1112], [-0.6387, 0.1135, 0.5962], [-0.0320, 0.2005, 0.8996], [-0.1749, -0.4508, 0.1370], [0.4158, 0.7954, -0.1552], [-0.1166, 0.1557, -0.1193], [0.2112, -0.0264, 0.2755], [0.5643, 0.3667, -0.5210], [-0.3068, -1.2948, 0.5083], [0.8746, 0.0851, -1.0452], [0.3401, -0.6397, 2.2045], [0.3746, 1.5792, -0.6911], [-0.5505, 0.8787, -2.8886], [-0.0782, 0.4775, 1.6317], [0.0416, -0.1268, -0.1922], [-0.4178, 0.1056, 0.1200], [-0.0166, 0.0039, 0.2468], [-0.5491, 0.1095, 0.5309], [-0.3948, -0.0198, 0.6861], [0.1664, -0.2119, 0.1493], [-0.4308, 0.3520, -0.0905], [-0.6024, -0.7376, 0.0132], [0.3756, -0.4188, -0.5687], [0.5836, 0.2730, 0.1772], [-0.4460, 0.4359, 0.3987], [0.1194, -0.9084, 0.2067], [0.2360, -0.3111, -0.5895], [0.2587, 0.2368, -0.1824], [-0.0668, -0.2420, -0.0095], [-0.9414, -0.2095, -0.7952], [1.0736, -0.0739, 1.7123], [1.3702, -0.9320, -0.9053], [-1.1645, -1.1387, -1.3745], [0.6830, 1.3737, 2.0710], [0.5583, 0.0007, -0.2826], [-0.7515, -0.3642, 1.2883], [0.4468, 0.3545, 0.2529], [0.0426, 0.1213, -0.0996], [-0.3066, 0.0190, 0.0288], [-0.4475, 0.4811, 0.0212], [-0.2741, -0.2823, 0.5285], [0.0239, -0.2742, 0.0517], [-0.2534, 0.4433, -0.5937], [-0.1818, 0.0235, 0.1230], [0.6305, -0.7987, -0.0632], [-0.1532, 0.9477, -0.8254], [0.2006, 0.1761, -0.6006], [-0.7834, -0.4435, 0.2700], [0.0454, 0.0641, -0.1497], [0.6520, 0.4153, -0.1173], [-0.5057, 0.2024, -0.5690], [0.1097, 0.1490, 0.0449], [-0.2186, -0.7810, 0.3253], [0.1448, 0.9004, -0.0879], [-0.2567, 0.6406, 0.7866], [0.2116, -0.3217, -0.3211], [2.5941, -1.6985, -0.6653], [-2.1546, 3.4297, -0.6371], [1.0859, 0.0427, 0.1901], [0.0908, -0.1154, -0.3585], [-0.0445, 0.2852, -0.2719], [-0.4838, -0.2929, -0.7367], [-0.2452, 0.5662, 0.3331], [-0.9979, -0.0820, 0.4432], [0.3982, -0.9137, 0.2578], [-0.2389, -0.2175, -0.4671], [-0.3286, -0.2623, 0.5504], [0.4616, 0.0272, 0.1640], [0.1491, -0.8841, -0.3793], [-0.3817, -1.2135, 0.5044], [-0.0646, 0.0479, -0.0129], [-0.0063, -0.0592, 0.3639], [0.2410, 0.7061, -0.0564], [-0.1035, -0.5443, 1.2084], [0.7955, -2.3352, -0.6174], [-0.0482, 1.3835, 0.5799], [-1.5908, -0.9463, 0.5606], [0.7151, 0.5799, 0.7604], [-1.7707, -0.5578, -2.3696], [0.4786, -1.1089, 0.9297], [0.6505, 0.5735, -0.7064], [-0.6876, 0.5147, -0.1015], [-0.4640, 0.1090, 0.1917], [0.2131, 0.2164, -0.3325], [-0.0767, 0.9618, -0.0032], [0.2288, 0.1175, -0.0630], [0.7088, -0.2413, -0.0276], [-0.1728, 0.1661, 0.1705], [0.2583, -0.1855, -0.2749], [0.1531, -0.2775, -0.2089], [-0.2808, 0.1623, -0.1459], [0.4230, 0.9462, 0.6276], [0.0218, -0.0145, 0.6878], [-0.1515, 0.0731, -0.6564], [0.6295, 0.5831, -0.0884], [1.4375, -1.0035, -0.2186], [-1.7375, 0.8664, 0.7081], [0.3891, 0.9262, 1.3052], [-0.3499, -1.0156, 1.0850], [0.7250, 0.3733, -1.0483], [0.4347, -1.0659, -1.5860], [-0.3705, 0.1530, 1.3975], [-0.5699, 0.0878, -0.6806], [-0.0245, -0.3315, -0.0412], [0.1694, 0.6814, 0.1651], [0.2891, -0.1176, 0.2843], [-0.0094, 0.2895, -0.1228], [-0.4458, 0.2496, -0.7122], [0.1505, -0.4773, 0.0613], [-0.1300, 0.3420, -0.2833], [-0.7801, -0.2222, 0.2162], [0.1816, -0.2555, 0.0654], [0.0346, -0.0595, -0.3347], [1.0669, 0.2870, -0.0232], [0.0977, -0.2225, 0.2261], [-0.3820, 0.2437, -0.6822], [-0.1440, 0.1913, 0.2129], [1.3096, 0.0793, 0.7284], [-0.1298, 0.1963, -0.6614], [1.3373, 0.6591, -2.0628], [0.9231, 0.9593, 1.8592], [-0.5315, -0.1589, 0.4571], [-0.7210, 0.1496, -0.8569], [0.2965, 0.4680, 0.2175], [-0.9473, -0.2633, 0.3824], [-0.3183, -0.9142, 0.0072], [0.3056, 0.2935, -0.2021], [-0.5282, 0.4067, 0.0904], [-0.4468, 0.1899, -0.2925], [-0.0584, -1.1272, -0.0101], [-0.1717, -0.0025, 0.0071], [0.1836, -0.3331, -0.0639], [-0.1269, -0.1770, -0.2087], [-0.2407, -0.0355, -0.0582], [-0.2069, 0.2161, 0.5388], [0.0636, 0.3243, -0.1429], [-0.0737, -0.2438, 0.5655], [0.3779, 0.2210, -0.2317], [-0.2958, -0.8750, -0.0141], [0.0935, 0.6178, -0.5447], [-0.4792, 0.3801, 0.5972], [1.9574, -0.0835, 1.0436], [-0.7978, -1.5914, -0.7125], [-0.5904, 0.7058, -0.1449], [-0.4459, 1.1670, -1.5767], [-1.0887, -1.4473, 1.1301], [0.1809, 0.4792, -0.0473], [-0.2363, -0.7162, -0.0281], [-0.1136, -0.5030, 0.8403], [0.5395, 0.2159, -0.3324], [-0.4375, 0.0486, -0.3746], [-0.0787, -0.3674, -0.0622], [0.3955, 0.1812, -0.2467], [0.0101, 0.4388, 0.0593], [0.1028, -0.2615, 0.1001], [-0.1016, 0.3886, 0.4307], [-0.0233, -0.4897, -0.3834], [0.5010, 0.3166, -0.2024], [0.0106, 0.4199, 0.3290], [0.3047, 0.5352, 0.1952], [0.3093, -0.3869, -0.1691], [-0.5369, 1.1796, -1.0596], [1.3491, -1.2278, 0.7246], [-1.0896, 1.6663, -1.3115], [-0.9522, -1.4202, -0.3012], [0.6420, -0.1525, -0.5511], [0.8740, -1.6614, 1.0833], [-1.4078, 0.5666, -1.4427], [-0.1249, 0.5718, -0.1636], [-0.0529, -0.4875, 0.9776], [-0.1490, -0.9989, 0.2008], [0.0826, 0.1497, 0.3187], [-0.1434, 0.5486, 0.0365], [0.2517, 0.5073, 0.8936], [-0.0722, -0.3602, -0.0376], [-0.2045, 0.0576, -0.0636], [0.0956, 0.8579, -0.0329], [0.6816, -0.2693, 0.0599], [0.3295, 0.2669, 0.4434], [-0.2971, 0.3481, 0.4085], [0.3583, 0.1373, -0.1948], [0.6093, -0.4529, -0.4412], [-0.2554, -0.0861, 0.4404], [0.9874, -1.2221, 1.1214], [-0.4093, 1.9851, -0.7178], [-0.1393, -0.5772, -0.5157], [-0.0600, -0.2991, -0.0472], [-0.2615, 0.3584, 0.1809], [-0.0145, -0.3924, -0.0781], [0.4246, 0.5023, -0.9082], [0.1224, -0.8320, 0.2955], [-0.2628, 0.0915, 0.1592], [-0.3176, -0.0272, 0.1663], [0.3172, -0.1313, 0.1870], [-0.2844, 0.4614, 0.1508], [-0.3204, 0.8214, -0.3857], [-0.2742, -0.6162, 0.2316], [0.5310, -0.1312, 0.5598], [-0.1415, 0.3382, 0.1691], [0.2034, -0.5641, -0.6014], [-0.0102, 0.0409, -0.0842], [-1.0904, -1.1176, 0.2621], [0.7668, 0.3663, 0.2574], [0.0227, 0.8402, -0.3271], [-0.1429, 0.2412, -0.0452], [0.3983, -0.4324, -0.1672], [0.0601, 0.1229, -0.0069], [0.9914, -0.7231, -0.8008], [-0.4760, 1.2582, 1.1050], [-0.1395, 0.0362, 0.2169], [0.1089, -0.0501, -0.4315], [-0.4440, 0.0470, 0.4238], [-0.0327, -0.7036, -0.4929], [0.7868, 0.8163, 0.6492], [-1.3835, -0.9117, 0.5166], [2.4125, 1.8218, -0.0605], [-1.4584, -0.9122, 0.2175], [0.3063, -0.5580, -0.7851], [-0.0544, 0.4512, -0.1154], [0.3083, 0.1454, 0.4842], [-0.1129, -0.8180, -0.1319], [0.3100, -0.1330, 0.2651], [-0.3972, -0.3716, -0.2029], [-0.4547, 0.3737, -0.2145], [-0.5643, -0.1403, -0.2494], [0.3597, 0.3945, -0.3933]], "lowdin_charge": [-0.06, -0.17, -0.17, -0.28, -0.08, -0.28, -0.08, 0.06, 0.05, 0.06, 0.08, 0.09, 0.09, 0.10, 0.06, 0.06, 0.08, 0.11, 0.10, 0.07, 0.08, 0.06, -0.08, -0.23, -0.20, -0.26, -0.06, -0.22, -0.06, 0.06, 0.06, 0.08, 0.10, 0.10, 0.06, 0.09, 0.07, 0.05, 0.07, 0.11, 0.09, 0.07, 0.03, 0.06, -0.07, -0.21, -0.19, -0.24, -0.08, -0.28, -0.08, 0.06, 0.06, 0.07, 0.09, 0.09, 0.10, 0.11, 0.07, 0.06, 0.07, 0.09, 0.11, 0.08, 0.07, 0.07, -0.08, -0.28, -0.21, -0.20, -0.08, -0.26, -0.07, 0.08, 0.05, 0.05, 0.09, 0.12, 0.10, 0.10, 0.08, 0.07, 0.05, 0.11, 0.08, 0.04, 0.08, 0.06, -0.08, -0.23, -0.20, -0.21, -0.06, -0.27, -0.09, 0.05, 0.06, 0.07, 0.10, 0.10, 0.09, 0.10, 0.05, 0.06, 0.04, 0.11, 0.10, 0.06, 0.07, 0.07, -0.09, -0.30, -0.15, -0.24, -0.07, -0.29, -0.14, 0.06, 0.07, 0.08, 0.09, 0.11, 0.10, 0.10, 0.06, 0.07, 0.06, 0.12, 0.12, 0.09, 0.08, 0.07, -0.10, -0.21, -0.18, -0.22, -0.09, -0.24, -0.07, 0.06, 0.08, 0.06, 0.09, 0.10, 0.10, 0.09, 0.05, 0.06, 0.08, 0.09, 0.08, 0.06, 0.05, 0.06, -0.07, -0.22, -0.19, -0.23, -0.07, -0.26, -0.06, 0.05, 0.07, 0.05, 0.10, 0.08, 0.10, 0.09, 0.05, 0.07, 0.06, 0.12, 0.10, 0.06, 0.07, 0.04, -0.08, -0.29, -0.17, -0.19, -0.10, -0.24, -0.08, 0.07, 0.07, 0.08, 0.10, 0.10, 0.11, 0.10, 0.07, 0.06, 0.05, 0.10, 0.11, 0.08, 0.05, 0.05, -0.08, -0.27, -0.20, -0.25, -0.09, -0.21, -0.06, 0.07, 0.08, 0.07, 0.10, 0.10, 0.10, 0.11, 0.08, 0.08, 0.06, 0.09, 0.09, 0.05, 0.06, 0.05, -0.07, -0.26, -0.14, -0.21, -0.05, -0.26, -0.10, 0.04, 0.06, 0.06, 0.10, 0.11, 0.09, 0.08, 0.05, 0.05, 0.06, 0.10, 0.11, 0.07, 0.07, 0.05, -0.13, -0.12, 0.05, 0.06, 0.06, 0.06, -0.16, -0.11, 0.08, 0.05, 0.07, 0.07, -0.17, -0.11, 0.05, 0.08, 0.06, 0.08, -0.15, -0.13, 0.07, 0.07, 0.07, 0.07, -0.19, -0.11, 0.08, 0.06, 0.06, 0.04, -0.22, -0.20, -0.10, -0.14, -0.23, 0.11, 0.10, 0.10, 0.11, 0.11, 0.11, 0.12, 0.11], "orbital_gap_ev": 8.33}